Below is 2 unconnected molecules or ions with the total composition C5H6NO, with properties calculated with ωB97M-V with the def2-TZVPD basis set.

Each line ends with the Mulliken charge.
Cartesian coordinates (Å):
C 1.183486 -1.153259 -0.210766  -0.46
C -0.197721 -1.007431 0.043807  0.05
C 0.788074 1.069000 0.219324  -0.55
C -3.231846 0.499491 -0.321674  0.05
C 1.795396 0.078027 -0.063438  -0.20
N -0.387602 0.269586 0.276762  0.07
O -3.814895 -0.388432 -0.688483  -0.09
H 1.517417 -2.184562 -0.411331  0.37
H 1.162590 1.734137 1.158250  0.29
H 0.485429 1.922750 -0.428011  0.36
H -0.933126 -1.769185 0.004022  0.42
H -1.241397 0.695714 0.569934  0.27
H 2.874195 0.234163 -0.148398  0.41

Forces on the atoms, in the same order (eV/Å):
0.934 -0.691 0.192
1.235 2.309 -0.153
0.404 2.247 1.616
-0.447 -0.373 -0.123
1.023 -2.095 -1.426
-1.300 -0.246 1.493
0.109 0.347 0.069
0.633 1.036 0.081
-1.396 -1.913 -1.331
0.983 -0.569 -0.434
-0.839 -0.279 0.105
-0.805 0.057 -0.091
-0.537 0.169 0.001

Output
* Kohn-Sham gap: 9.93 eV
* DFT total energy: -323.81512 Eh
* total charge: +1
* LUMO: -0.20151 Ha
* ΔE to the lowest compared entry with this formula, charge and spin: 144.0 kJ/mol

***

Below is a gas-phase ion, C5H6NO2 (charge -1), with properties calculated with ωB97M-V with the def2-TZVPD basis set.

Each line ends with the Mulliken charge.
Cartesian coordinates (Å):
C 0.867479 1.122164 -0.641153  -0.39
C 2.175325 0.872714 -0.161987  -0.26
C 1.557484 -0.921938 1.213455  -0.48
C -0.212245 0.380705 -0.218369  -0.08
C -2.164886 -0.837008 -0.017284  -0.78
N -1.442412 0.417654 0.103220  0.50
O -2.093403 1.460791 0.417691  -0.81
O 2.518839 -0.151825 0.668950  -0.24
H 0.734452 1.560327 -1.629634  0.22
H 3.015828 1.254835 -0.702431  0.35
H 2.190685 -1.773500 1.327838  0.13
H -1.406056 -1.493545 -0.224911  0.33
H -2.863185 -1.129096 0.789692  0.27
H -2.877908 -0.762275 -0.925079  0.23

Forces on the atoms, in the same order (eV/Å):
0.903 -1.535 1.038
-1.257 1.134 -0.755
-0.076 1.769 -0.076
1.013 -1.016 -0.158
-3.149 1.126 -1.321
1.143 -0.766 -0.531
-1.718 1.938 0.876
-1.301 0.083 -0.972
0.288 0.566 0.184
0.426 0.184 0.064
0.387 -1.769 0.648
1.325 -2.260 -0.278
0.874 0.509 0.195
1.142 0.036 1.085

Output
* Kohn-Sham gap (alpha / beta): 6.55 / 6.55 eV
* DFT total energy: -399.09996 Eh
* total charge: -1
* LUMO (alpha / beta): 0.15290 / 0.15290 Ha
* ΔE to the lowest compared entry with this formula, charge and spin: 666.3 kJ/mol